C18H31BrCl5F2LiMgN5O11S2 | ωB97M-V/def2-TZVPD

Output
Highest occupied orbital energy, eV: -4.4
Total charge: -1
Lowest unoccupied orbital energy, eV: -3.055

XYZ file:
```
77
Properties=species:S:1:pos:R:3:lowdin_charge:R:1
C -6.0805 -0.5777 -0.2673 -0.18
N -5.7643 -1.4893 -1.0849 0.03
N -4.9307 -2.3990 -0.4446 0.08
C -4.8191 -1.9354 0.7459 -0.71
S -3.9024 -2.4733 2.1277 0.99
C -3.0359 -0.8903 2.4066 -0.44
C -1.5930 -1.0687 2.9023 -0.23
C -0.6661 -0.4788 1.8400 -0.24
C 0.6682 0.0989 2.3219 -0.21
C 1.3824 0.6483 1.0977 -0.26
C 1.8514 -0.4482 0.1565 -0.10
O 2.0382 -0.0157 -1.2110 -0.18
C 0.7545 0.3306 -1.7583 -0.32
C -0.0945 1.2351 -0.8051 -0.15
N 0.5973 1.7218 0.4186 0.07
O -5.5140 -0.7870 0.9430 0.02
H -6.6834 0.2947 -0.3932 0.13
H -3.0477 -0.4239 1.4320 0.06
H -3.5966 -0.2248 3.0483 0.08
H -1.4964 -0.4960 3.8170 0.10
H -1.3358 -2.1019 3.0961 0.10
H -1.1927 0.3648 1.4059 0.06
H -0.5475 -1.2247 1.0567 0.12
H 0.3622 0.9997 2.9657 -0.12
H 1.2730 -0.6361 2.8322 0.11
H 2.2768 1.1434 1.4578 0.13
H 2.8100 -0.7911 0.5108 0.12
H 1.1932 -1.3101 0.1053 0.13
H 0.8718 0.7928 -2.7419 0.08
H 0.0723 -0.5843 -1.9173 -0.10
H -1.0056 0.6983 -0.5834 0.10
H -0.4070 2.1164 -1.3960 0.01
H 1.2512 2.4936 0.1824 0.05
H -0.0852 2.1266 1.0998 0.05
C 4.4681 0.6489 3.7827 0.00
C 4.2553 -0.8149 3.4885 -0.47
O 3.4821 -1.1761 2.6113 0.01
C 5.0305 -1.7812 4.3090 -0.07
H 3.8523 1.2587 3.1221 0.07
H 4.1897 0.8643 4.8155 0.08
H 5.5163 0.9044 3.6234 0.10
H 4.7733 -1.6647 5.3619 0.01
H 6.1227 -1.6093 4.1649 0.04
H 4.7892 -2.7962 3.9973 0.08
Br -0.6530 2.5790 3.3730 0.12
Cl -1.2192 -1.1884 -3.0729 0.03
C -4.7236 -1.3310 -5.3341 -0.65
O -3.9594 -1.3634 -6.2948 -0.01
N -6.0872 -1.2616 -5.4977 0.15
N -4.3046 -1.3560 -4.0481 0.16
H -6.7335 -1.2355 -4.7328 0.09
H -6.4373 -1.2416 -6.4358 0.09
H -3.3062 -1.4068 -3.8803 -0.06
H -4.9290 -1.3245 -3.2592 0.05
C 5.6331 -2.2472 8.5172 -2.05
Cl 6.8046 -2.2048 9.8455 0.50
Cl 5.8232 -0.8175 7.5160 0.58
Cl 5.9057 -3.6874 7.5410 0.54
Cl 3.9922 -2.2899 9.1884 0.50
Li 2.5330 2.0036 -1.8642 0.80
F 7.9082 -1.7951 3.8503 -0.78
C -1.7397 -0.2686 -7.3308 -0.02
C -0.9352 0.8158 -8.0022 -0.27
O -0.9212 1.8344 -6.9849 0.17
C -1.0145 1.1918 -5.8234 -0.55
O -0.7563 1.7321 -4.7482 -0.09
O -1.3971 -0.0434 -5.9450 0.08
F -1.5430 1.2957 -9.1032 0.10
H -2.8127 -0.1389 -7.4636 0.12
H -1.4680 -1.2689 -7.6473 0.15
H 0.0908 0.5414 -8.2487 0.18
Mg -1.6216 2.4359 -3.2050 0.99
O 0.6257 4.7435 0.2580 -0.35
S 1.9713 4.7127 0.8982 0.23
O 1.8123 4.8201 2.3513 -0.29
O 2.7859 5.8175 0.3960 -0.32
O 2.5925 3.4043 0.5430 -0.43
```

---

C32H66O28Tl | ωB97M-V/def2-TZVPD

Output
Highest occupied orbital energy, eV: -5.3
Total charge: -1
Energy relative to the best compared isomer or geometry (same formula, charge and spin), kcal/mol: 0.0
Lowest unoccupied orbital energy, eV: -1.842

XYZ file:
```
127
Properties=species:S:1:pos:R:3:lowdin_charge:R:1
Tl -4.1033 -2.2229 -1.7836 1.13
C 0.0425 -4.0673 0.1872 0.21
C 1.4731 -3.7736 0.2129 -0.33
C 2.2608 -3.8674 -1.1241 -0.34
O 3.4362 -3.5962 -1.1124 0.11
C 1.5483 -4.4051 -2.2645 0.15
C 0.1506 -4.6084 -2.2793 -0.38
C -0.5942 -4.4134 -1.0211 -0.35
O -1.8258 -4.4097 -0.9739 0.06
O -0.3477 -5.1005 -3.2819 0.10
O 2.0076 -3.3895 1.2120 0.14
H -0.5523 -3.8327 1.0590 0.14
H 2.1031 -4.6992 -3.1440 0.13
C 0.5846 -0.4978 -1.0022 0.07
C -0.8060 -0.6632 -1.1917 -0.33
C -1.7457 0.1292 -0.2453 -0.34
O -2.9477 0.0774 -0.4761 -0.08
C -1.1439 0.9035 0.7641 0.02
C 0.2233 1.0159 0.9782 -0.30
C 1.1638 0.2915 0.0370 -0.37
O 2.3667 0.4179 0.1016 0.10
O 0.6058 1.8501 1.8686 -0.07
O -1.3100 -1.3126 -2.1133 -0.07
H 1.1960 -0.9620 -1.7698 0.11
H -1.8197 1.4832 1.3843 0.11
C -0.0097 -0.1082 -5.0010 -0.17
O -0.3642 -1.4537 -4.7760 -0.14
H 0.7312 0.2653 -4.2761 0.06
H 0.4832 -0.0248 -5.9703 0.07
H -0.8761 0.5627 -4.9546 0.07
H -0.8213 -1.4420 -3.9072 0.03
C -0.7046 2.7656 5.2381 -0.14
O -1.1113 1.8702 4.2183 -0.14
H -0.4937 3.7638 4.8380 0.08
H -1.4633 2.8597 6.0125 0.08
H 0.2368 2.4613 5.7003 0.06
H -0.6814 2.0728 3.3698 0.04
C 1.0929 5.4374 2.1207 -0.24
C 2.4697 5.2804 1.4698 -0.26
O 3.0778 4.0421 1.7737 -0.07
O 0.1193 4.6183 1.4526 -0.09
H 0.7484 6.4718 1.9939 0.11
H 1.1806 5.2906 3.2047 0.11
H 3.1070 6.0886 1.8568 0.11
H 2.4019 5.4742 0.3923 0.11
H 2.4707 3.3015 1.5804 0.07
H 0.2785 3.7003 1.7382 0.03
C -4.2163 -4.4545 1.4253 -0.24
C -4.2888 -3.0549 1.9448 -0.25
O -3.5440 -2.2146 1.0913 -0.14
O -4.7570 -4.4934 0.1043 -0.16
H -4.7662 -5.1231 2.1034 0.12
H -3.2010 -4.8649 1.4037 0.12
H -3.9567 -3.0294 2.9879 0.10
H -5.3450 -2.7517 2.0159 0.14
H -3.3109 -1.4166 1.6103 0.07
H -4.6650 -5.3885 -0.2326 0.09
C -4.3993 3.2659 -0.3231 -0.19
C -4.9622 2.6921 0.9604 -0.23
O -5.0362 1.2771 0.8313 -0.08
O -5.3995 3.1611 -1.3914 -0.10
H -3.5088 2.7051 -0.6157 0.11
H -4.2598 4.3496 -0.2306 0.12
H -5.8837 3.1410 1.3109 0.12
H -4.1394 2.8951 1.6672 0.12
H -4.0943 1.0089 0.7384 0.05
H -5.1178 3.7264 -2.1155 0.08
C -3.9468 0.1907 -4.7712 -0.26
C -3.9893 1.0971 -3.5876 -0.26
O -4.8319 0.5901 -2.5722 -0.15
O -3.3327 -1.0520 -4.4773 -0.14
H -3.4036 0.7449 -5.5546 0.12
H -4.9333 0.0383 -5.2315 0.12
H -4.3440 2.0872 -3.8930 0.12
H -2.9658 1.1816 -3.1925 0.12
H -4.9851 1.3370 -1.9508 0.06
H -3.3128 -1.5498 -5.3015 0.10
C 7.1336 -0.5317 -1.1289 -0.26
C 7.9068 -0.4650 0.1680 -0.27
O 7.7736 -1.6507 0.9387 -0.05
O 5.8338 -1.0405 -0.8920 -0.05
H 7.6462 -1.1918 -1.8477 0.12
H 7.1543 0.4322 -1.6546 0.12
H 7.7120 0.4293 0.7701 0.11
H 8.9555 -0.3388 -0.1612 0.11
H 8.6108 -1.7653 1.3928 0.07
H 5.2432 -0.5518 -1.4762 0.06
C 3.3241 -1.7030 -4.2390 -0.25
C 3.6516 -0.5404 -5.1426 -0.24
O 4.9558 -0.6489 -5.7060 -0.06
O 4.0814 -1.6138 -3.0523 -0.07
H 3.4893 -2.6661 -4.7494 0.12
H 2.2562 -1.7609 -3.9873 0.10
H 3.5670 0.3957 -4.5900 0.11
H 2.9012 -0.4894 -5.9465 0.11
H 5.0424 -1.5141 -6.1156 0.08
H 3.5842 -2.0182 -2.3176 0.05
C 0.3801 3.2418 -2.6486 -0.22
C 1.7903 2.6844 -2.6482 -0.26
O 2.5453 2.9663 -3.8143 -0.06
O 0.3597 4.6637 -2.8602 -0.07
H 0.0025 3.1293 -1.6322 0.12
H -0.1835 2.7021 -3.4215 0.11
H 1.7081 1.5985 -2.4738 0.10
H 2.2971 3.0750 -1.7526 0.13
H 3.4449 2.6578 -3.6949 0.08
H 0.5281 4.7881 -3.8026 0.08
C 1.4544 -1.8257 5.5122 -0.22
C 1.8219 -0.4843 6.0598 -0.28
O 2.8922 0.1274 5.3996 -0.04
O 0.8984 -1.7264 4.1933 -0.07
H 0.7433 -2.3379 6.1613 0.11
H 2.3674 -2.4250 5.4429 0.13
H 1.9666 -0.5806 7.1481 0.12
H 0.9744 0.1916 6.0037 0.10
H 2.5566 0.9576 5.0280 0.09
H 1.6417 -1.8302 3.5911 0.09
C -3.2902 -0.9143 4.3157 -0.21
C -2.5718 -1.5569 5.4955 -0.24
O -1.7311 -2.6449 5.1530 -0.07
O -2.4138 -0.5569 3.2495 -0.08
H -3.8778 -0.0393 4.6083 0.13
H -3.9416 -1.6696 3.8648 0.08
H -3.3057 -1.9176 6.2201 0.11
H -1.9432 -0.8234 6.0170 0.11
H -0.9188 -2.2469 4.7812 0.04
H -1.9595 0.2886 3.3907 0.05
```

---

C3H10NOS | ωB97M-V/def2-TZVPD

Output
SMILES: C[NH2+][C@H](S)CO
Highest occupied orbital energy, eV: -14.2
Total charge: +1
Energy relative to the best compared isomer or geometry (same formula, charge and spin), kcal/mol: 34.1
Lowest unoccupied orbital energy, eV: -3.719

XYZ file:
```
16
Properties=species:S:1:pos:R:3:lowdin_charge:R:1
C 1.7042 -0.7555 -0.2979 -0.03
C -0.4514 1.3144 0.7793 -0.15
C -0.6591 -0.2079 0.5620 -0.64
N 0.2475 -0.7115 -0.4919 -0.07
O -0.2460 1.9625 -0.5947 -0.07
S -2.3417 -0.4480 -0.0674 0.82
H 2.2891 0.1875 -0.5580 0.13
H 2.0679 -1.0149 0.6952 0.11
H 2.2189 -1.3446 -1.1169 0.13
H -1.4637 1.7272 1.0475 0.12
H 0.3659 1.5121 1.5059 0.14
H -0.5019 -0.8208 1.4411 0.12
H 0.0066 -1.7105 -0.7192 0.18
H 0.0675 -0.2009 -1.4083 0.19
H -1.0141 2.4302 -0.8003 0.05
H -2.2898 -1.9192 0.0236 -0.02
```

---

C5H9N | ωB97M-V/def2-TZVPD

Output
Highest occupied orbital energy, eV: -9.0
Total charge: 0
Energy relative to the best compared isomer or geometry (same formula, charge and spin), kcal/mol: 63.9
Lowest unoccupied orbital energy, eV: 0.977

XYZ file:
```
15
Properties=species:S:1:pos:R:3:lowdin_charge:R:1
C 1.7622 -0.1122 -0.1829 -0.03
C 0.2615 -0.0280 -0.0687 -0.42
C -0.5539 -0.0120 1.2374 -0.14
N -1.6503 0.1257 0.2046 -0.04
C -0.6976 1.0911 -0.4932 -0.13
C -0.8798 -0.9503 -0.5487 -0.13
H 2.1135 -0.0719 -1.2190 0.08
H 2.1304 -1.0389 0.2715 0.08
H 2.2130 0.7271 0.3612 0.08
H -0.6350 -0.9464 1.8046 0.11
H -0.4547 0.8530 1.9027 0.11
H -0.6067 2.0627 0.0028 0.11
H -0.8865 1.2174 -1.5665 0.11
H -1.2146 -0.9601 -1.5907 0.11
H -0.9014 -1.9573 -0.1150 0.11
```